Computed, not measured: a molecular structure, C14H32N6O6SV, with wB97M-V/def2-TZVPD.

The geometry in XYZ format:
```
60
C14H32N6O6SV, DFT wB97M-V/def2-TZVPD
O -0.45642 -1.16540 -5.17977
H -0.72476 -1.08456 -6.10749
V -0.08787 0.30143 -2.13701
N 1.51490 -0.84719 -2.29182
N -0.61402 -1.52389 -1.21715
N 0.95800 1.76404 -1.49792
N -1.30663 1.10229 -0.81913
O 2.71673 -0.38569 -2.52585
O 2.26837 1.93001 -1.77164
O -2.39171 0.52629 -0.22331
O -1.49708 -1.78551 -0.29070
C 0.09268 -2.57773 -1.69582
C 1.29296 -2.19576 -2.33581
C 0.30267 2.75615 -0.83853
C -0.95886 2.34061 -0.36268
C 2.29551 -3.09998 -2.95307
H 2.17204 -3.10945 -4.04928
H 2.14782 -4.12396 -2.60561
H 3.31510 -2.77308 -2.71978
C -0.38391 -3.96845 -1.47541
H -1.37175 -4.11078 -1.93480
H -0.47681 -4.19072 -0.40263
H 0.29994 -4.69843 -1.92555
C 0.94425 4.06551 -0.58534
C -1.78511 3.11556 0.59664
H 1.63177 4.33545 -1.39523
H 1.50861 4.05488 0.35682
H 0.17744 4.84551 -0.49870
H -2.53091 2.47295 1.07044
H -2.30926 3.93131 0.07775
H -1.14900 3.56097 1.37373
H 2.57317 0.93184 -2.08837
H -2.14092 -0.48836 -0.22451
C -1.97973 -0.59076 -3.48698
H -1.69570 -1.23575 -4.33857
H -2.19896 0.45491 -3.77815
H -2.77228 -0.94374 -2.80344
O 0.11480 0.88809 -3.80207
H -0.15999 -0.25655 -4.86115
H 0.69423 1.61802 -4.08846
C 0.76243 2.42199 4.98705
C 0.09030 1.62849 3.88261
N 1.11184 0.93175 3.08096
C 0.77326 -0.07408 2.23616
S 1.58344 -0.25464 0.76636
N -0.22291 -0.91845 2.65519
C -0.02202 -1.62672 3.94058
C -1.30795 -2.30065 4.37972
H 1.51279 1.81842 5.50946
H 0.01262 2.74668 5.71424
H 1.25234 3.31345 4.57982
H -0.59058 0.87391 4.28618
H -0.50473 2.29550 3.23375
H 1.82606 1.54310 2.67905
H -0.53299 -1.54704 1.90457
H 0.77985 -2.37625 3.81569
H 0.31238 -0.88897 4.67839
H -1.59775 -3.09123 3.68052
H -1.14243 -2.75737 5.35840
H -2.12523 -1.57795 4.46764
```

- spin multiplicity = 4
- HOMO energy (alpha / beta) (eV) = -7.07 / -7.02
- LUMO energy (alpha / beta) (eV) = -0.37 / -1.10

Atomic partial charges in e from the Löwdin method, atoms 1 to 5: -0.137 0.069 0.861 -0.207 -0.189



Computed, not measured: a molecular structure, C14H33BBaF4O8, with wB97M-V/def2-TZVPD.

The geometry in XYZ format:
```
61
C14H33BBaF4O8, DFT wB97M-V/def2-TZVPD
Ba -5.95684 4.34040 19.22317
B -1.50244 4.33134 20.77472
F -0.28078 4.79398 20.36897
F -2.01126 3.38961 19.94563
F -1.34707 3.79956 22.02840
F -2.39154 5.37602 20.85717
C -11.79745 2.93949 17.96537
C -10.30342 3.23316 18.35500
O -10.00107 3.91027 19.31331
O -9.35192 2.70185 17.73764
H -12.35932 3.60996 18.61565
H -12.04878 1.89124 18.12695
H -11.96068 3.09892 16.89952
C -6.40662 0.05765 20.94828
O -6.31224 1.30420 21.60218
C -6.70150 1.16562 22.96846
C -7.38310 2.53678 23.36982
O -6.47933 3.63573 23.07298
C -5.35989 3.68399 23.86996
H -6.65248 -0.83590 21.52207
H -5.37901 -0.26846 20.78777
H -6.91606 0.16750 19.99094
H -5.83715 0.91306 23.58263
H -7.34907 0.32858 23.22946
H -7.82469 2.59499 24.36467
H -8.29517 2.81364 22.84108
H -5.64239 3.72065 24.92207
H -4.83833 4.62084 23.67401
H -4.66421 2.87000 23.66611
C -3.09472 7.08276 16.62281
O -3.47009 5.74063 16.56277
C -2.52369 4.86706 15.89292
C -3.27797 3.81472 15.08624
O -4.02009 3.12533 16.06281
C -4.72580 1.93747 15.51512
H -3.27251 7.48741 15.62645
H -2.03056 7.19794 16.82871
H -3.68197 7.79645 17.20065
H -1.78938 4.42051 16.56336
H -2.07065 5.47731 15.11162
H -2.68802 3.12538 14.48220
H -3.88376 4.26955 14.30249
H -5.09694 1.36387 16.36444
H -4.07168 1.23516 14.99844
H -5.57774 2.36523 14.98661
C -7.78414 6.93902 16.12388
O -7.54458 7.04850 17.53737
C -7.71253 8.40125 17.95262
C -7.75896 8.43075 19.43894
O -6.39823 8.14741 19.81066
C -5.83943 8.64171 21.02885
H -8.83521 6.83886 15.85311
H -7.12770 6.20330 15.65922
H -7.37824 7.75061 15.52001
H -8.66897 8.80897 17.62540
H -6.95132 9.04493 17.51179
H -8.54881 7.85170 19.91743
H -7.90104 9.46930 19.73782
H -6.08718 8.08358 21.93174
H -6.24287 9.65349 21.06917
H -4.76286 8.60125 20.86315
```

- spin multiplicity = 1
- HOMO energy (eV) = -7.37
- LUMO energy (eV) = -1.02

Atomic partial charges in e from the Löwdin method, atoms 1 to 5: 1.728 -1.460 0.136 0.131 0.124



Computed, not measured: a molecular structure, C14H34AsCuN2O3Si2, with wB97M-V/def2-TZVPD.

The geometry in XYZ format:
```
57
C14H34AsCuN2O3Si2, DFT wB97M-V/def2-TZVPD
Cu 0.74798 0.95188 -0.07744
C 4.53508 -0.14821 -2.82478
N 3.27006 -0.87564 -2.88190
C 3.19911 -2.00287 -3.80663
C 2.22428 -0.45738 -2.16378
O 2.28668 0.51113 -1.40044
C 0.92798 -1.25585 -2.31003
O -0.14738 -0.65668 -1.61767
C -1.12398 0.00016 -2.39936
C -1.08668 1.51913 -2.22706
O -0.37233 2.04254 -1.36480
N -1.87090 2.25037 -3.02461
C -1.91219 3.70026 -2.84863
C -2.86889 1.69387 -3.93029
H 5.34401 -0.84296 -2.60349
H 4.73304 0.33370 -3.78289
H 4.48216 0.60508 -2.04788
H 4.20127 -2.40564 -3.93027
H 2.57187 -2.80235 -3.41976
H 2.83095 -1.70075 -4.79006
H 0.68512 -1.39194 -3.36584
H 1.07937 -2.24483 -1.87258
H -1.01143 -0.26406 -3.45116
H -2.10273 -0.35200 -2.06512
H -1.01250 4.03209 -2.34409
H -1.97875 4.16940 -3.82859
H -2.78123 3.99221 -2.25601
H -2.62953 0.67908 -4.22929
H -3.85837 1.69591 -3.46759
H -2.90944 2.30615 -4.82902
C -0.27082 1.00869 5.42266
Si -1.00351 1.31968 3.74414
C -2.66609 0.49800 3.55454
C -1.11226 3.13291 3.35955
As 0.42202 0.36379 2.12164
Si 0.18520 -1.97592 2.25452
C -0.01260 -2.57594 4.00582
C -1.29488 -2.45246 1.22491
C 1.76466 -2.64950 1.51321
H -0.91839 1.41512 6.20400
H 0.70812 1.48492 5.51116
H -0.14484 -0.06008 5.60678
H -3.39340 0.95083 4.23364
H -2.60985 -0.56877 3.78435
H -3.03840 0.60994 2.53310
H -1.78445 3.63330 4.06140
H -1.49317 3.29242 2.34797
H -0.13175 3.60948 3.42980
H -0.93098 -2.20056 4.46319
H 0.83056 -2.26018 4.62481
H -0.05362 -3.66843 4.02254
H -2.20467 -2.00349 1.62959
H -1.42743 -3.53779 1.21541
H -1.17129 -2.10619 0.19454
H 2.57694 -2.58164 2.24087
H 2.06116 -2.06322 0.63932
H 1.66109 -3.69672 1.21759
```

- spin multiplicity = 2
- total charge = +1
- HOMO energy (alpha / beta) (eV) = -10.66 / -11.13
- LUMO energy (alpha / beta) (eV) = -2.07 / -3.92

Atomic partial charges in e from the Löwdin method, atoms 1 to 5: 0.106 -0.005 -0.127 -0.024 -0.391



Computed, not measured: 3 unconnected molecules or ions with the total composition C14H34BrOS, with wB97M-V/def2-TZVPD.

The geometry in XYZ format:
```
51
C14H34BrOS, DFT wB97M-V/def2-TZVPD
C -0.38440 -0.85382 0.24804
C -1.51821 -1.88932 -0.12076
O -2.35058 -2.08511 1.07083
S -3.78104 -1.24171 1.06544
Br -3.67000 0.62156 -0.11796
H 0.25204 -1.34990 1.04672
H -0.78505 0.08337 0.74137
H 0.30852 -0.61876 -0.61176
H -2.08837 -1.65987 -1.06126
H -1.00386 -2.88388 -0.30309
H -4.66341 -2.08752 0.37288
C 1.56776 -1.42099 -6.97913
C 1.89404 -1.02326 -5.54580
C 0.87251 -1.53725 -4.52975
C -0.55052 -1.00004 -4.71625
C -0.67713 0.52419 -4.67514
C -0.26098 1.12339 -3.33887
H 0.61337 -1.00457 -7.30891
H 2.33920 -1.05395 -7.65952
H 1.52030 -2.50876 -7.07902
H 1.98565 0.06538 -5.47840
H 2.87610 -1.42936 -5.28431
H 1.22595 -1.29835 -3.52159
H 0.83767 -2.63107 -4.58424
H -1.18854 -1.43096 -3.93401
H -0.95718 -1.36155 -5.66446
H -1.72129 0.79028 -4.86934
H -0.09259 0.97830 -5.47931
H -0.86974 0.71554 -2.52575
H -0.39542 2.20756 -3.35088
H 0.78951 0.92449 -3.11546
C -1.68436 0.77461 3.85928
C -0.79805 0.29278 4.99964
C -0.18232 1.43680 5.80631
C 0.75138 2.35631 5.01231
C 1.93480 1.65375 4.34326
C 2.87898 0.98965 5.33664
H -1.12172 1.36202 3.12908
H -2.11956 -0.08027 3.33178
H -2.50416 1.39125 4.23812
H -0.01455 -0.36178 4.60484
H -1.39987 -0.32349 5.67494
H 0.35544 1.01632 6.65995
H -0.98814 2.04624 6.23008
H 1.13295 3.12822 5.68892
H 0.17843 2.88828 4.24667
H 2.49706 2.39591 3.76776
H 1.58006 0.91191 3.62042
H 3.28264 1.72355 6.03832
H 3.71826 0.52777 4.81162
H 2.37842 0.20612 5.90974
```

- spin multiplicity = 1
- total charge = +1
- HOMO energy (eV) = -13.08
- LUMO energy (eV) = -6.38

Atomic partial charges in e from the Löwdin method, atoms 1 to 5: -0.076 -0.297 -0.460 0.740 0.530



Computed, not measured: a molecular structure, C14H34F2K3NNaO5SSi, with wB97M-V/def2-TZVPD.

The geometry in XYZ format:
```
62
C14H34F2K3NNaO5SSi, DFT wB97M-V/def2-TZVPD
C -3.00530 -1.60251 -3.00614
C -1.80303 -2.60199 -2.69813
O -0.77704 -2.49938 -3.26993
O -2.06282 -3.61922 -1.74785
C -1.27730 -3.51235 -0.52817
C -1.46560 -2.17333 0.25624
C -0.13691 -1.64070 0.81702
Si 0.62506 -0.41201 -0.38569
H -3.81792 -1.69806 -2.24939
H -3.42787 -1.76790 -3.99237
H -2.63729 -0.58762 -2.91220
H -0.24199 -3.76108 -0.73290
H -1.63526 -4.33591 0.16613
H -1.94639 -1.37353 -0.30742
H -2.10586 -2.37090 1.11748
H -0.36438 -1.10263 1.73705
H 0.55527 -2.45843 0.99909
H 1.79270 0.25888 0.24458
H 0.98976 -1.08736 -1.64490
H -0.42592 0.57621 -0.72042
C -4.51943 -2.96348 -6.45350
O -5.04580 -1.94376 -6.02373
H -3.52272 -2.90403 -6.93800
H -4.07338 -4.16116 -5.35319
H -5.08177 -3.61515 -7.11917
K -4.00276 -3.62049 -0.89099
F -4.79137 -4.90817 -5.86258
C -7.19242 -1.74945 3.21456
C -6.40210 -2.14616 2.04948
N -5.77819 -2.46118 1.14533
H -7.93304 -1.00928 2.92151
H -7.70794 -2.62000 3.62921
H -6.53292 -1.31655 3.98247
K -6.01129 -3.35650 4.36501
C 4.78526 0.24975 1.74257
S 3.57843 -0.89367 2.40804
O 2.47479 -0.07078 3.00314
C 4.57560 -1.47700 3.77135
H 4.33486 0.75757 0.89149
H 5.05989 0.97753 2.50739
H 5.66225 -0.30586 1.41277
H 4.86220 -0.63730 4.40367
H 5.45927 -1.97824 3.37786
H 3.98119 -2.18297 4.34633
Na 0.49391 1.16570 2.72836
C 4.71522 4.36310 1.67853
C 3.54025 3.97333 0.79871
O 2.44781 4.85906 0.89174
C 2.68455 6.20597 0.52599
C 3.16009 6.38144 -0.90460
H 4.40159 4.43033 2.73030
H 5.51680 3.62901 1.59894
H 5.11975 5.32665 1.38432
H 3.16173 2.99975 1.11332
H 3.85797 3.86239 -0.24283
H 3.39370 6.68110 1.23284
H 1.73526 6.72057 0.65707
H 4.11747 5.88962 -1.08656
H 3.28078 7.43963 -1.13459
H 2.43528 5.95506 -1.59643
F -2.73900 -4.66301 -5.05834
K 5.53634 6.65076 2.94022
```

- spin multiplicity = 1
- total charge = +1
- HOMO energy (eV) = -5.16
- LUMO energy (eV) = -3.78

Atomic partial charges in e from the Löwdin method, atoms 1 to 5: 0.042 -0.476 0.165 -0.309 -0.184



Computed, not measured: a molecular structure, C14H34GeN3Ti, with wB97M-V/def2-TZVPD.

The geometry in XYZ format:
```
53
C14H34GeN3Ti, DFT wB97M-V/def2-TZVPD
Ti -0.00910 -0.00541 0.02875
C 1.64381 1.44221 -1.26361
C 0.24173 1.83446 -1.80932
N -0.86553 1.54288 -0.81638
C -2.04868 0.73816 -1.33193
C -1.66731 -0.65890 -1.89463
N -0.90198 -1.49478 -0.88680
C 0.40890 -2.10572 -1.36435
C 1.45084 -1.06602 -1.86267
N 1.75285 -0.00970 -0.81911
H 2.38523 1.66203 -2.03448
H 1.89500 2.05803 -0.39470
H 0.27810 2.90117 -2.03418
H 0.02468 1.33888 -2.75373
H -1.20962 2.40692 -0.39027
H -2.74297 0.62594 -0.49433
H -2.57626 1.28986 -2.11265
H -2.59875 -1.15453 -2.17010
H -1.08985 -0.57839 -2.81362
H -1.49413 -2.23484 -0.50477
H 0.82151 -2.66875 -0.52258
H 0.22632 -2.81979 -2.16971
H 2.35636 -1.62016 -2.11252
H 1.13003 -0.58678 -2.78564
H 2.67019 -0.16237 -0.39220
C -0.12350 2.04334 6.79482
C 0.08619 1.83422 5.29948
C -1.22730 1.67549 4.54388
C -1.09363 1.53138 3.01609
Ge 0.00760 -0.04841 2.54440
C -0.77710 -1.80321 3.23888
C -0.46761 -1.82825 4.70881
C -1.06795 -3.29173 5.23255
C -0.74132 -3.30435 6.69833
H 0.82339 2.15976 7.31632
H -0.68128 1.22005 7.24657
H -0.71479 2.93988 6.98174
H 0.72508 0.95035 5.14206
H 0.65923 2.66642 4.88106
H -1.85358 2.55992 4.69594
H -1.80891 0.84476 4.95290
H -0.60471 2.41032 2.58515
H -2.08062 1.43528 2.55675
H 1.44600 0.05842 3.07211
H -0.30109 -2.63230 2.71124
H -1.84760 -1.82540 3.02766
H -0.96318 -1.04627 5.27740
H 0.59720 -1.79390 4.93193
H -0.60106 -4.09803 4.67020
H -2.13388 -3.34751 5.02053
H 0.32070 -3.28293 6.93581
H -1.15830 -4.30884 7.01558
H -1.22414 -2.52736 7.28788
```

- spin multiplicity = 2
- total charge = +4
- HOMO energy (alpha / beta) (eV) = -21.41 / -21.41
- LUMO energy (alpha / beta) (eV) = -14.99 / -16.58

Atomic partial charges in e from the Löwdin method, atoms 1 to 5: 1.004 -0.087 -0.088 -0.124 -0.089